(1)
Entry from the OMol25 dataset: 3 unconnected molecules or ions with the total composition C5H9NO (ωB97M-V/def2-TZVPD).

Summary:
Net charge: 0
E, eV: -8866.2189
Spin multiplicity: 1
Gap between HOMO and LUMO, Ha: 0.390
SMILES string: C=CC#N.[H][H].CC=O
M, g/mol: 99.13
Highest occupied orbital energy, hartree: -0.3718
ΔE to the lowest compared entry with this formula, charge and spin, kJ/mol: 288.9

CARTESIAN COORDINATES (ANGSTROEM)
C  2.879  0.655  0.005
C  1.613  0.784  0.393
C  0.661  1.569  -0.346
N  -0.136  2.181  -0.923
H  3.564  0.037  0.576
H  3.265  1.143  -0.886
H  1.210  0.276  1.266
H  0.540  -2.195  -0.080
H  1.010  -2.557  -0.532
C  -2.336  -0.369  -0.518
C  -1.755  -0.166  0.848
O  -0.838  -0.808  1.317
H  -2.207  0.557  -1.091
H  -3.413  -0.560  -0.439
H  -1.842  -1.197  -1.033
H  -2.213  0.651  1.442


(2)
Entry from the OMol25 dataset: 19 unconnected molecules or ions with the total composition C13H47BrO20 (ωB97M-V/def2-TZVPD).

Summary:
Net charge: 0
E, eV: -125236.3260
Spin multiplicity: 1
Gap between HOMO and LUMO, Ha: 0.332
M, g/mol: 603.40
Highest occupied orbital energy, hartree: -0.3815
ΔE to the lowest compared entry with this formula, charge and spin, kJ/mol: 0.0

CARTESIAN COORDINATES (ANGSTROEM)
C  2.699  -0.370  -0.219
C  1.425  -1.005  -0.844
C  0.362  0.084  -1.073
Br  1.083  1.468  -2.248
C  -0.975  -0.442  -1.534
C  -1.477  -0.307  -2.752
C  -2.841  -0.857  -3.023
O  -3.174  -1.365  -4.075
C  -3.778  -0.766  -1.847
C  -5.115  -0.516  -1.981
C  -5.872  -0.425  -0.851
C  -5.366  -0.595  0.402
C  -4.018  -0.834  0.540
C  -3.261  -0.919  -0.584
C  -1.783  -1.161  -0.484
O  -1.291  -1.901  0.350
H  2.440  0.557  0.288
H  3.141  -1.067  0.481
H  3.379  -0.175  -1.041
H  1.029  -1.777  -0.189
H  1.634  -1.442  -1.822
H  0.187  0.568  -0.112
H  -0.944  0.218  -3.533
H  -5.535  -0.379  -2.966
H  -6.933  -0.227  -0.950
H  -5.961  -0.556  1.303
H  -3.525  -0.958  1.493
O  -5.393  2.334  1.926
H  -6.275  2.696  1.748
H  -5.330  1.546  1.379
O  -6.475  -3.591  -0.907
H  -6.070  -2.730  -1.068
H  -6.098  -4.163  -1.582
O  5.354  -1.752  -0.144
H  5.167  -2.493  -0.736
H  6.206  -1.973  0.252
O  -3.015  1.102  3.849
H  -3.403  1.820  3.332
H  -3.517  1.108  4.670
O  -0.037  -0.263  4.381
H  -0.915  0.105  4.224
H  -0.002  -1.042  3.815
O  -0.688  3.691  -4.703
H  -0.028  3.382  -4.073
H  -1.444  3.925  -4.157
O  7.100  -1.240  -2.407
H  6.734  -0.510  -2.922
H  6.609  -1.203  -1.573
O  -8.024  3.020  1.040
H  -8.839  3.278  1.485
H  -8.321  2.548  0.254
O  0.842  -2.111  6.384
H  0.460  -1.382  5.867
H  0.349  -2.098  7.215
O  -0.755  -1.398  8.887
H  -1.094  -0.511  9.041
H  -0.940  -1.872  9.704
O  7.063  1.567  -3.471
H  7.942  1.167  -3.494
H  7.244  2.511  -3.453
O  3.225  3.485  -0.150
H  2.408  3.744  0.288
H  2.934  2.975  -0.914
O  -8.314  5.946  -0.031
H  -7.806  5.773  -0.828
H  -8.224  5.138  0.488
O  5.259  -2.491  -4.014
H  5.076  -3.239  -4.592
H  6.129  -2.671  -3.635
O  -1.633  -4.413  -1.189
H  -1.127  -3.601  -1.108
H  -1.876  -4.625  -0.283
O  8.825  -0.007  -5.280
H  7.952  0.381  -5.423
H  8.827  -0.793  -5.835
O  3.204  -0.202  6.807
H  3.172  0.212  7.674
H  2.474  -0.841  6.819
O  9.746  2.016  -2.062
H  9.537  1.288  -1.467
H  10.276  1.607  -2.756


(3)
Entry from the OMol25 dataset: 2 unconnected molecules or ions with the total composition C2H9NS (ωB97M-V/def2-TZVPD).

Summary:
Net charge: 0
E, eV: -14544.3786
Spin multiplicity: 1
Gap between HOMO and LUMO, Ha: 0.349
SMILES string: CSC.N
M, g/mol: 79.17
Highest occupied orbital energy, hartree: -0.3136
ΔE to the lowest compared entry with this formula, charge and spin, kJ/mol: 88.3

CARTESIAN COORDINATES (ANGSTROEM)
C  1.726  -0.185  -0.609
S  0.979  1.083  0.493
C  -0.015  -0.086  1.622
H  1.610  0.110  -1.747
H  1.269  -1.145  -0.420
H  2.839  -0.056  -0.360
H  -0.344  0.691  2.316
H  -0.959  -0.321  1.100
H  0.576  -0.847  2.037
N  -1.932  -0.009  -0.868
H  -1.115  0.583  -0.723
H  -2.595  0.744  -1.069
H  -2.039  -0.563  -1.774


(4)
Entry from the OMol25 dataset: a single C5H10N2O4 molecule (ωB97M-V/def2-TZVPD).

Summary:
Net charge: 0
E, eV: -16516.1089
Spin multiplicity: 1
Gap between HOMO and LUMO, Ha: 0.364
SMILES string: NCC(=O)N[C@@H](CO)C(=O)O
M, g/mol: 162.14
Highest occupied orbital energy, hartree: -0.3635
ΔE to the lowest compared entry with this formula, charge and spin, kJ/mol: 193.5

CARTESIAN COORDINATES (ANGSTROEM)
N  2.356  -2.142  0.523
C  1.372  -1.103  0.322
C  -0.044  -1.139  1.015
O  -0.313  -1.958  1.919
N  -1.048  -0.407  0.584
C  -0.654  0.744  -0.154
C  -1.369  0.721  -1.590
O  -0.908  -0.094  -2.549
C  -0.981  2.022  0.653
O  -2.079  2.402  0.881
O  0.089  2.674  1.134
H  2.423  -2.537  1.434
H  3.221  -1.742  0.227
H  1.262  -0.915  -0.718
H  1.800  -0.090  0.598
H  -1.989  -0.692  0.771
H  0.377  0.684  -0.341
H  -2.490  0.518  -1.390
H  -1.368  1.705  -2.071
H  -0.633  -0.917  -2.068
H  0.974  2.264  0.823


(5)
Entry from the OMol25 dataset: 11 unconnected molecules or ions with the total composition C59H96N13O7P (ωB97M-V/def2-TZVPD).

Summary:
Net charge: 0
E, eV: -105728.7629
Spin multiplicity: 1
Gap between HOMO and LUMO, Ha: 0.297
SMILES string: CCCOCc1cc(CCCCOC(C)=O)c2nc(P(O)O)cnc2c1CON=O.CCCC#N.CCCC#N.CCCC#N.CCCC#N.CCCC#N.CCCC#N.CCCC#N.CCCC#N.CCCC#N.CCCC#N
M, g/mol: 1130.47
Highest occupied orbital energy, hartree: -0.3162

CARTESIAN COORDINATES (ANGSTROEM)
C  4.989  0.748  2.151
C  5.449  0.076  0.824
C  5.998  1.091  -0.223
O  5.439  2.397  -0.093
C  4.508  2.684  -1.131
C  3.226  1.864  -0.848
C  2.891  0.707  -1.640
C  1.769  -0.041  -1.382
C  1.486  -1.230  -2.293
C  0.020  -1.345  -2.796
C  -0.620  -0.004  -3.286
C  -2.137  -0.037  -2.927
O  -2.345  0.682  -1.681
C  -3.643  0.763  -1.346
C  -4.049  1.538  -0.087
O  -4.535  0.280  -2.012
C  0.920  0.325  -0.282
N  -0.151  -0.471  -0.039
C  -0.883  -0.078  0.981
P  -2.348  -1.147  1.389
O  -1.645  -2.658  1.466
O  -2.725  -0.725  2.953
C  -0.590  1.105  1.733
N  0.437  1.911  1.543
C  1.202  1.463  0.507
C  2.384  2.215  0.178
C  2.708  3.455  1.007
O  2.079  4.617  0.404
N  1.124  5.166  1.281
O  0.120  5.324  0.705
H  3.886  0.785  2.121
H  5.237  0.100  3.009
H  5.392  1.759  2.294
H  6.187  -0.752  0.996
H  4.559  -0.393  0.364
H  7.081  1.197  -0.017
H  5.893  0.701  -1.253
H  4.911  2.446  -2.129
H  4.194  3.738  -1.097
H  3.547  0.407  -2.465
H  2.207  -1.281  -3.125
H  1.692  -2.140  -1.691
H  0.037  -2.022  -3.673
H  -0.651  -1.834  -2.077
H  -0.500  0.147  -4.365
H  -0.231  0.895  -2.793
H  -2.523  -1.062  -2.836
H  -2.710  0.488  -3.705
H  -3.188  1.846  0.527
H  -4.655  2.423  -0.331
H  -4.668  0.873  0.534
H  -2.320  -3.287  1.179
H  -1.963  -0.840  3.544
H  -1.281  1.369  2.544
H  3.786  3.647  1.055
H  2.307  3.338  2.027
C  -3.239  4.526  -6.495
C  -4.016  3.743  -5.442
C  -3.308  3.703  -4.084
C  -1.991  3.051  -4.210
N  -0.965  2.537  -4.302
H  -2.272  4.069  -6.704
H  -3.792  4.554  -7.433
H  -3.070  5.556  -6.170
H  -4.178  2.725  -5.803
H  -5.001  4.198  -5.313
H  -3.907  3.144  -3.362
H  -3.165  4.713  -3.696
C  -0.578  -7.697  3.974
C  -0.704  -6.188  4.149
C  -0.299  -5.408  2.894
C  1.110  -5.682  2.555
N  2.209  -5.900  2.290
H  0.455  -7.995  3.784
H  -0.904  -8.211  4.877
H  -1.195  -8.047  3.142
H  -0.086  -5.876  4.994
H  -1.737  -5.945  4.401
H  -0.419  -4.337  3.062
H  -0.928  -5.689  2.048
C  10.782  -1.935  -0.034
C  10.025  -3.255  0.071
C  8.514  -3.063  0.234
C  8.226  -2.310  1.468
N  8.017  -1.732  2.440
H  10.676  -1.338  0.874
H  11.848  -2.120  -0.177
H  10.425  -1.341  -0.879
H  10.416  -3.823  0.913
H  10.213  -3.845  -0.828
H  8.017  -4.033  0.291
H  8.101  -2.519  -0.618
C  -8.467  0.579  0.792
C  -8.999  1.085  -0.545
C  -7.953  1.872  -1.342
C  -7.516  3.057  -0.581
N  -7.162  3.976  0.016
H  -8.183  1.403  1.449
H  -9.231  0.001  1.312
H  -7.596  -0.063  0.651
H  -9.876  1.713  -0.367
H  -9.331  0.233  -1.143
H  -8.371  2.201  -2.294
H  -7.082  1.247  -1.553
C  -3.058  -11.184  6.564
C  -4.462  -10.763  6.145
C  -4.460  -9.683  5.058
C  -3.779  -8.469  5.543
N  -3.243  -7.524  5.923
H  -2.504  -10.352  7.002
H  -3.107  -11.973  7.316
H  -2.491  -11.564  5.711
H  -5.003  -10.401  7.022
H  -5.002  -11.637  5.773
H  -5.482  -9.424  4.781
H  -3.948  -10.041  4.163
C  -1.218  8.319  -8.394
C  0.066  7.598  -8.791
C  -0.124  6.659  -9.986
C  -1.116  5.617  -9.662
N  -1.893  4.807  -9.408
H  -1.990  7.617  -8.074
H  -1.030  8.997  -7.561
H  -1.612  8.907  -9.226
H  0.436  7.032  -7.934
H  0.829  8.338  -9.042
H  0.822  6.179  -10.240
H  -0.467  7.216  -10.860
C  -7.078  0.655  6.734
C  -5.656  0.211  6.414
C  -5.311  0.327  4.925
C  -6.209  -0.525  4.124
N  -6.911  -1.190  3.499
H  -7.817  0.027  6.231
H  -7.263  0.582  7.803
H  -7.243  1.692  6.430
H  -5.524  -0.822  6.743
H  -4.955  0.823  6.988
H  -4.283  0.012  4.749
H  -5.410  1.361  4.589
C  8.597  -5.473  3.896
C  9.330  -6.799  4.076
C  10.841  -6.680  3.852
C  11.119  -6.220  2.480
N  11.329  -5.852  1.410
H  8.698  -5.094  2.878
H  7.532  -5.597  4.092
H  8.982  -4.716  4.583
H  8.912  -7.533  3.383
H  9.150  -7.173  5.085
H  11.323  -7.646  4.003
H  11.278  -5.971  4.557
C  3.063  4.052  -11.695
C  2.977  4.846  -12.994
C  4.028  5.958  -13.084
C  3.848  6.922  -11.983
N  3.707  7.671  -11.120
H  2.873  4.683  -10.825
H  2.318  3.255  -11.687
H  4.048  3.595  -11.579
H  1.977  5.277  -13.083
H  3.109  4.166  -13.838
H  3.936  6.488  -14.033
H  5.034  5.540  -13.026
C  -5.283  4.677  8.118
C  -5.037  4.577  9.620
C  -4.709  3.152  10.076
C  -5.829  2.246  9.766
N  -6.703  1.540  9.516
H  -6.146  4.082  7.813
H  -5.484  5.710  7.833
H  -4.412  4.333  7.555
H  -5.921  4.939  10.150
H  -4.209  5.235  9.891
H  -4.528  3.132  11.151
H  -3.810  2.788  9.575


(6)
Entry from the OMol25 dataset: a single C17H30N4O5S molecule (ωB97M-V/def2-TZVPD).

Summary:
Net charge: 0
E, eV: -45149.9573
Spin multiplicity: 1
Gap between HOMO and LUMO, Ha: 0.358
SMILES string: O=C(NCCCN1CCCC1=O)C1CCN(S(=O)(=O)N2CCOCC2)CC1
M, g/mol: 402.52
Highest occupied orbital energy, hartree: -0.3305
ΔE to the lowest compared entry with this formula, charge and spin, kJ/mol: 14.1

CARTESIAN COORDINATES (ANGSTROEM)
O  -1.121  -0.773  1.669
C  -0.234  0.049  1.809
N  -0.047  0.732  2.955
C  -0.857  0.535  4.134
C  -0.074  -0.086  5.292
C  0.123  -1.596  5.154
N  0.918  -2.007  4.016
C  0.512  -3.151  3.226
C  1.794  -3.579  2.507
C  2.629  -2.301  2.473
C  2.076  -1.457  3.614
O  2.590  -0.449  4.060
C  0.749  0.446  0.707
C  0.696  -0.518  -0.483
C  -0.613  -0.373  -1.263
N  -0.894  0.996  -1.642
S  -0.063  1.507  -2.988
O  1.290  1.036  -3.039
O  -0.279  2.919  -3.111
N  -0.922  0.626  -4.119
C  -2.263  1.128  -4.353
C  -2.259  2.272  -5.372
O  -1.608  1.887  -6.566
C  -0.272  1.508  -6.315
C  -0.217  0.320  -5.351
C  -0.882  1.914  -0.521
C  0.454  1.873  0.219
H  0.800  1.266  3.079
H  -1.253  1.508  4.447
H  -1.691  -0.107  3.840
H  0.901  0.396  5.367
H  -0.620  0.090  6.220
H  0.599  -1.968  6.072
H  -0.853  -2.077  5.054
H  0.116  -3.940  3.871
H  -0.270  -2.848  2.519
H  1.592  -3.976  1.514
H  2.308  -4.347  3.086
H  3.695  -2.472  2.617
H  2.502  -1.755  1.538
H  1.755  0.430  1.143
H  0.776  -1.549  -0.134
H  1.528  -0.300  -1.153
H  -0.571  -0.950  -2.187
H  -1.446  -0.725  -0.649
H  -2.650  1.468  -3.393
H  -2.869  0.295  -4.724
H  -3.278  2.541  -5.657
H  -1.752  3.140  -4.931
H  0.157  1.248  -7.284
H  0.283  2.350  -5.875
H  0.812  0.084  -5.085
H  -0.698  -0.553  -5.803
H  -1.068  2.909  -0.926
H  -1.702  1.631  0.146
H  0.435  2.574  1.054
H  1.238  2.177  -0.478


(7)
Entry from the OMol25 dataset: a single C2H6N4 molecule (ωB97M-V/def2-TZVPD).

Summary:
Net charge: 0
E, eV: -8128.2846
Spin multiplicity: 1
Gap between HOMO and LUMO, Ha: 0.345
SMILES string: [H]/N=C(\N)NN=C
M, g/mol: 86.10
Highest occupied orbital energy, hartree: -0.3240
ΔE to the lowest compared entry with this formula, charge and spin, kJ/mol: 367.4

CARTESIAN COORDINATES (ANGSTROEM)
H  2.458  1.731  0.502
N  1.404  1.666  -0.087
C  1.065  0.415  -0.047
N  1.921  -0.742  0.108
N  -0.245  0.044  -0.329
N  -1.364  0.764  0.017
C  -2.477  0.037  0.062
H  2.018  -1.133  -0.876
H  1.621  -1.538  0.835
H  -0.219  -1.003  -0.399
H  -3.491  0.723  0.276
H  -2.692  -0.964  -0.062


(8)
Entry from the OMol25 dataset: a single C3H5N3O molecule (ωB97M-V/def2-TZVPD).

Summary:
Net charge: 0
E, eV: -9709.7942
Spin multiplicity: 1
Gap between HOMO and LUMO, Ha: 0.354
SMILES string: Cc1n[nH]c(=O)[nH]1
M, g/mol: 99.09
Highest occupied orbital energy, hartree: -0.3264
ΔE to the lowest compared entry with this formula, charge and spin, kJ/mol: 76.2

CARTESIAN COORDINATES (ANGSTROEM)
C  1.909  -0.126  0.040
C  0.433  -0.189  0.073
N  -0.208  -1.226  0.536
N  -1.502  -0.863  0.306
C  -1.737  0.399  -0.200
O  -2.765  0.949  -0.545
N  -0.407  0.812  -0.347
H  2.269  0.071  -0.974
H  2.306  -1.085  0.379
H  2.286  0.662  0.700
H  -2.433  -1.102  0.770
H  -0.157  1.705  -0.739


no.,F_max (eV/Å)
1,1.09
2,2.14
3,3.90
4,5.76
5,2.04
6,1.02
7,7.00
8,5.27